Record 1
C4H11O | the ωB97M-V functional and the def2-TZVPD basis

Each line ends with the natural charge from an NBO analysis.
Geometry (Å):
C 0.95874 -2.09964 1.55405  -0.16
O 2.17407 -2.52851 1.59346  -0.96
H 0.77844 -1.14052 0.96421  0.05
H 0.35873 -2.92663 1.36331  0.10
H 0.64258 -1.65995 2.61094  0.00
C 0.37062 1.61836 -0.01981  -0.65
C -0.69082 1.42887 -1.13977  -0.40
C -1.11293 0.00669 -1.22665  -0.64
H 0.29009 2.40716 0.62775  0.20
H 1.43197 1.68043 -0.38435  0.21
H 0.67590 0.64503 0.53898  0.25
H -0.29673 1.74042 -2.11979  0.19
H -1.70052 2.00297 -0.98812  0.18
H -0.77785 -0.70296 -0.41509  0.25
H -2.12394 -0.01098 -0.83763  0.20
H -0.97836 -0.46074 -2.12150  0.20

## Properties
HOMO-LUMO gap: 5.420 eV
Relative energy (zero: lowest compared OMol25 entry of this formula, charge and spin): 2.105 eV
Charge: -1
E_tot: -234.133903 a.u.
LUMO: 0.1402 hartree
HOMO level: -0.0590 Eh

Record 2
C4H11O2V | the ωB97M-V functional and the def2-TZVPD basis

Each line ends with the Löwdin spin population.
Geometry (Å):
C -1.23205 2.77594 -1.43869  0.05
H -2.32563 2.72969 -1.51986  0.00
H -0.98580 3.03497 -0.40051  0.02
H -0.80853 3.55024 -2.09306  0.00
V 1.36508 0.74523 -0.47052  3.59
O 0.54395 -0.45245 -1.68680  0.10
H -0.83869 1.79031 -1.79165  0.02
C 1.03280 -0.63414 2.33606  0.04
O 0.68132 -0.50995 0.97095  0.13
C 0.31253 -1.73742 0.33594  0.02
C -0.25458 -1.37894 -1.03242  0.02
H 1.29126 0.36508 2.70459  0.02
H 0.18061 -1.02860 2.90801  0.00
H 1.89471 -1.30808 2.45437  0.00
H -0.43033 -2.26231 0.95715  0.00
H 1.21260 -2.36983 0.24746  0.00
H -1.28105 -0.98527 -0.88125  0.00
H -0.35820 -2.32446 -1.59978  0.00

## Properties
⟨S²⟩: 6.006
HOMO-LUMO gap (spin up / spin down): 6.416 / 9.627 eV
2S+1: 5
Relative energy (zero: lowest compared OMol25 entry of this formula, charge and spin): 0.000 eV
Charge: 0
E_tot: -1253.358656 a.u.
LUMO (spin up / spin down): 0.0247 / 0.0162 hartree
HOMO level (spin up / spin down): -0.2111 / -0.3376 Eh

Record 3
C4H11O3Pr | the ωB97M-V functional and the def2-TZVPD basis

Each line ends with the Löwdin spin population.
Geometry (Å):
O -0.26043 1.53853 -0.12089  -0.02
C -1.53489 1.58985 0.43269  0.00
C -1.92780 0.22955 0.99098  0.00
O -1.71249 -0.74098 -0.03335  0.00
C -1.95061 -2.07285 0.38413  0.00
Pr 0.38076 -0.16366 -1.37090  3.02
H -2.30881 1.91339 -0.29277  0.00
H -1.59122 2.31353 1.26933  0.00
H -2.98249 0.20323 1.30808  0.00
H -1.27320 -0.02727 1.84289  0.00
H -2.99617 -2.19091 0.70351  0.00
H -1.75846 -2.73110 -0.47113  0.00
H -1.28696 -2.34263 1.22074  0.00
O 1.89400 -0.09556 0.70930  0.00
H 1.47123 0.77530 1.16346  0.00
C 3.27118 -0.34781 0.92290  0.00
H 3.45294 -1.41233 0.72546  0.00
H 3.89726 0.24663 0.23979  0.00
H 3.54751 -0.11848 1.96295  0.00

## Properties
⟨S²⟩: 3.752
HOMO-LUMO gap (spin up / spin down): 5.949 / 9.078 eV
2S+1: 4
Charge: +1
E_tot: -901.468376 a.u.
LUMO (spin up / spin down): -0.1401 / -0.1452 hartree
HOMO level (spin up / spin down): -0.3587 / -0.4788 Eh